Entry from the OMol25 dataset: C7H19MnNO7P as an isolated structure (ωB97M-V/def2-TZVPD).

The HOMO-LUMO gap (alpha / beta) comes out at 4.060 / 4.304 eV. Its LUMO energy (alpha / beta) is 2.18 / 2.16 eV. The multiplicity is 6. As for the net charge: -1. The value obtained for the HOMO energy (alpha / beta) is -1.9 / -2.1 eV. The expectation value of S² is 8.7541.

Last column: Mulliken spin population.
Element x y z (Å)
Mn: -22.07384 -3.55576 -23.27133  4.6362
P: -21.50172 -5.19213 -21.65577  -0.0175
O: -22.15412 -3.86640 -21.05985  0.0947
O: -21.25327 -6.00747 -20.39535  0.0076
O: -20.39329 -4.59595 -22.56847  0.0685
O: -22.59871 -5.55431 -22.65802  0.0735
C: -21.18115 -0.78071 -21.83323  0.0224
O: -22.20736 -1.55729 -22.42083  -0.0085
C: -23.26058 -0.77141 -22.91709  0.0175
C: -24.49450 -1.69440 -22.98872  -0.0083
N: -24.18333 -2.95031 -23.69192  0.0553
C: -24.27714 -2.89323 -25.15856  0.0220
C: -23.76432 -4.22960 -25.74126  0.0055
O: -22.41886 -4.43658 -25.42094  0.0001
C: -21.82463 -5.56792 -26.01301  0.0149
H: -21.57092 -0.22331 -20.97901  0.0020
H: -20.74774 -0.09432 -22.56891  0.0038
H: -20.41843 -1.47135 -21.47914  -0.0083
H: -22.99212 -0.27114 -23.86210  -0.0060
H: -23.46976 0.08224 -22.26034  0.0022
H: -25.40965 -1.16453 -23.27317  -0.0003
H: -24.61050 -2.03208 -21.95439  0.0017
H: -25.01692 -3.49760 -23.48457  0.0053
H: -23.68088 -2.06576 -25.55078  -0.0086
H: -25.30764 -2.83764 -25.53218  0.0005
H: -23.98237 -4.19299 -26.81947  -0.0012
H: -24.36248 -5.05661 -25.33524  -0.0057
H: -21.66461 -5.39148 -27.08282  0.0025
H: -22.31380 -6.53098 -25.85777  0.0003
H: -20.85063 -5.65054 -25.52904  -0.0042
C: -19.59580 -1.84897 -24.63818  0.0080
O: -20.91520 -2.32134 -24.86518  0.0113
H: -19.38513 -0.86974 -25.07150  0.0021
H: -19.46963 -1.85845 -23.55443  -0.0005
H: -18.79494 -2.53867 -24.92944  0.0010
H: -21.18842 -2.00926 -25.73268  0.0103

Forces on the atoms, in the same order (eV/Å):
0.33 -1.10 1.22
-1.39 1.31 5.30
-0.02 1.35 -0.92
1.00 -1.11 -1.91
1.80 -0.05 -1.08
-1.14 -1.77 -2.02
0.17 -0.35 0.10
-0.21 1.46 -0.09
-0.58 0.16 -0.23
1.25 0.23 1.00
-2.01 0.87 -1.09
0.64 -0.92 -0.40
-0.74 0.20 0.15
-0.63 0.31 -0.58
1.09 -0.06 0.14
-0.06 0.05 0.00
-0.02 0.11 -0.01
-0.13 -0.14 0.03
0.04 -0.40 -0.28
-0.12 -0.23 0.32
0.09 -0.04 -0.45
-0.15 0.12 0.02
0.80 -0.83 0.67
-0.09 0.05 0.00
-0.04 0.48 0.12
0.46 -0.11 -0.12
-0.02 0.04 0.12
-0.17 -0.03 -0.09
-0.52 0.28 0.22
-0.02 -0.03 0.00
0.88 -0.49 1.15
0.43 0.70 -0.72
-0.27 0.08 0.09
-0.07 0.42 -0.06
-0.44 -0.20 -0.59
-0.15 -0.36 -0.02

Entry from the OMol25 dataset: a 2-piece molecular cluster, C7H19N2O overall (ωB97M-V/def2-TZVPD).

The HOMO-LUMO gap comes out at 9.277 eV. Its LUMO energy is -3.80 eV. As for the net charge: +1. The value obtained for the HOMO energy is -13.1 eV.

Last column: natural (NBO) charge in e.
Element x y z (Å)
C: -0.41571 1.40599 -1.89457  -0.5912
C: -0.99365 -2.32239 1.31482  -0.4567
C: -1.36132 -2.57295 -0.98042  -0.4487
C: 2.10456 1.06346 0.00120  -0.4358
C: 0.90054 0.60552 1.98872  -0.4263
C: -0.36496 2.58540 -0.91924  -0.5051
C: -0.07171 2.02934 0.40779  0.3216
N: -1.11736 -1.59979 0.07342  -0.1287
N: 0.96119 1.36477 0.75008  -0.2367
O: 0.15264 -1.01437 -0.15316  -0.6043
H: -1.47537 0.85968 -1.69151  0.2260
H: -0.35314 1.70403 -2.87768  0.2319
H: 0.39193 0.69354 -1.79981  0.2190
H: -1.03316 -1.57164 2.08422  0.1992
H: -1.73327 -3.02806 1.57284  0.2358
H: -0.01568 -2.79544 1.49430  0.1729
H: -1.77897 -2.06882 -1.93768  0.2112
H: -0.44386 -3.00283 -1.24667  0.1763
H: -2.08913 -3.31516 -0.84363  0.2306
H: 2.42932 0.06040 -0.03443  0.2407
H: 1.85743 1.41205 -1.07217  0.2321
H: 2.94700 1.63283 0.31235  0.2451
H: 1.79566 0.59798 2.51904  0.2268
H: 0.04980 1.05523 2.47505  0.2126
H: 0.62493 -0.42437 1.57159  0.2635
H: -1.32343 2.99472 -0.91209  0.2524
H: 0.46418 3.28438 -1.25504  0.2580
H: -0.86499 2.17974 1.19319  0.2300
H: 0.75656 -1.81324 -0.14052  0.4476

Forces on the atoms, in the same order (eV/Å):
-2.79 -2.08 1.84
1.13 1.30 1.60
-0.93 2.81 -3.07
0.21 2.20 -4.50
-2.43 -1.24 -1.36
2.93 -0.58 -0.96
-0.87 0.76 0.71
-1.03 -1.17 -0.09
-0.77 -0.35 1.71
0.47 -1.71 -0.61
2.67 0.95 -0.73
-0.38 1.02 -2.22
-0.30 -0.25 0.33
-0.13 0.25 0.68
-1.15 -0.73 -0.43
0.07 -0.28 -0.62
0.98 -0.39 1.46
1.45 -1.09 -0.52
-0.93 -0.93 1.26
-0.32 -1.30 0.30
1.05 -0.72 1.66
0.61 0.71 0.58
1.46 0.27 0.92
0.05 -0.43 1.05
0.58 1.48 1.36
-1.19 1.35 0.06
-1.18 -0.39 0.53
1.01 -0.46 -0.74
-0.28 1.02 -0.23

Entry from the OMol25 dataset: an isolated ion of composition C7H19N4 and charge +1 (ωB97M-V/def2-TZVPD).

The HOMO-LUMO gap comes out at 9.657 eV. Its LUMO energy is -2.93 eV. As for the SMILES: CC(C)(N)[C@@]1(N)[C@H]([NH3+])[C@]1(C)N. As for the net charge: +1. The value obtained for the HOMO energy is -12.6 eV.

Last column: natural (NBO) charge in e.
Element x y z (Å)
C: -1.55402 0.28725 0.14658  -0.1459
C: -0.75970 0.33128 -1.13379  0.1104
C: -0.20544 -0.32273 0.08857  0.1176
C: -0.39414 1.62613 -1.82639  -0.6154
C: 2.24408 -0.29778 0.14569  -0.6700
C: 1.03039 -0.20371 2.35347  -0.6345
C: 1.06101 0.22917 0.90458  0.0934
N: -2.62872 -0.66118 0.02479  -0.6894
N: -1.19736 -0.70666 -2.00878  -0.8559
N: 1.07137 1.64134 0.91856  -0.8521
N: -0.24002 -1.78485 0.08669  -0.8999
H: -1.57790 1.19660 0.81446  0.2759
H: 0.75808 1.61972 -1.97072  0.2203
H: -0.60943 2.59156 -1.21411  0.2542
H: -0.83155 1.47215 -2.76300  0.2228
H: 3.20653 0.31478 0.49531  0.2375
H: 2.30857 0.06081 -0.88584  0.2256
H: 2.57620 -1.37726 0.28201  0.2318
H: 2.00562 0.21788 2.82283  0.2377
H: 0.10051 0.02014 2.88296  0.2297
H: 0.85395 -1.29869 2.54360  0.2206
H: -2.45657 -1.46529 0.62404  0.4367
H: -3.55360 -0.21118 0.07302  0.4480
H: -2.51617 -1.08757 -0.90295  0.4628
H: -1.16278 -0.42128 -2.97952  0.3946
H: 1.64607 1.88538 1.68073  0.3746
H: 1.33105 2.17511 0.08639  0.3784
H: 0.63533 -2.04594 -0.38411  0.4002
H: -0.75807 -1.57910 -1.90998  0.4015
H: -0.38330 -2.20606 1.00491  0.3888

Forces on the atoms, in the same order (eV/Å):
0.60 1.98 1.08
0.41 -0.49 0.23
1.70 -0.59 2.20
3.13 0.64 2.61
4.36 0.40 0.71
0.46 -1.23 1.10
-1.92 -1.23 -1.67
-1.18 0.21 1.36
-1.11 1.22 -2.18
-1.17 1.53 -0.43
0.31 0.59 -0.90
-0.73 -1.11 -0.93
-1.84 0.12 -0.09
-0.12 -1.82 -1.42
-0.78 1.06 -1.55
-1.85 -1.37 -0.08
-0.70 -0.61 -0.25
-0.78 1.24 -0.37
-1.91 -1.06 -0.21
0.23 1.56 -0.03
1.54 0.52 -0.69
-0.76 0.07 0.55
0.32 -0.56 0.42
0.19 0.18 -1.32
-0.21 -0.07 0.05
0.67 1.06 0.78
0.11 -0.72 0.33
-0.55 -0.71 0.83
0.79 -1.06 0.21
0.76 0.22 -0.35

Entry from the OMol25 dataset: an isolated ion of composition C7H19N5 and charge +2 (ωB97M-V/def2-TZVPD).

The HOMO-LUMO gap comes out at 10.077 eV. Its LUMO energy is -7.27 eV. As for the SMILES: CC/[N+](=C\N)N1C[NH2+][C@@H](N)[C@@H]1C. As for the net charge: +2. The value obtained for the HOMO energy is -17.3 eV.

Last column: natural (NBO) charge in e.
Element x y z (Å)
C: -0.04556 -1.74937 0.94498  0.4038
C: -1.99832 1.39799 -0.51204  0.1538
C: -0.70025 0.74404 -1.02148  -0.0916
C: -1.00543 -0.40438 -1.94303  -0.6286
C: 3.18832 -0.98783 0.95868  -0.6341
C: 2.03856 -1.10097 -0.13324  -0.2586
C: 0.10326 1.47903 1.04217  -0.0481
N: 0.37067 -3.03063 1.21254  -0.7081
N: 0.66410 -0.80235 0.29650  -0.1714
N: 0.19894 0.43102 0.06750  -0.2902
N: -2.46319 2.51392 -1.18314  -0.8449
N: -1.38447 1.89497 0.94481  -0.5979
H: -2.79381 0.74667 -0.22549  0.2273
H: -0.17354 1.47651 -1.71529  0.2298
H: -0.13007 -0.80614 -2.22637  0.2267
H: -1.60574 -0.10082 -2.83054  0.2703
H: -1.53151 -1.33219 -1.56461  0.2203
H: 3.06065 -0.16498 1.63819  0.2199
H: 3.26831 -1.80429 1.63370  0.2253
H: 4.22808 -0.84933 0.40222  0.2711
H: 2.21773 -0.23241 -0.69904  0.2494
H: 2.17546 -2.16915 -0.46993  0.2312
H: 0.67501 2.41111 0.87498  0.2365
H: 0.32191 1.04106 1.99682  0.2357
H: 1.24133 -3.30049 0.76027  0.4158
H: -3.41558 2.72069 -1.41377  0.4346
H: -1.89556 2.97027 -1.93420  0.4163
H: -0.13881 -3.88195 1.45010  0.4678
H: -1.48951 2.97391 0.77446  0.4731
H: -1.07525 -1.66351 1.12043  0.2255
H: -1.90576 1.57961 1.75382  0.4392

Forces on the atoms, in the same order (eV/Å):
1.05 -2.88 -0.75
1.10 0.99 0.75
-0.34 0.21 -2.45
-3.46 -0.66 0.38
1.09 0.70 -1.46
1.87 -0.94 2.32
-0.97 0.07 0.09
1.26 2.37 -1.69
-0.01 -3.50 2.31
-1.17 1.92 -0.60
1.37 1.04 -1.71
0.59 2.53 -0.72
-0.37 -0.72 0.06
-0.63 -0.34 0.99
3.26 -1.19 -1.68
0.63 0.03 0.64
0.08 1.31 0.35
-0.10 0.87 -0.06
0.04 -1.18 0.19
-2.33 -0.36 1.11
0.52 0.11 -2.00
-0.60 1.56 -0.87
0.02 -0.73 -0.22
0.09 0.26 0.74
0.14 0.10 0.50
-0.64 -0.62 0.57
-0.21 -0.89 1.20
-0.83 0.98 0.25
0.15 -2.34 1.05
-1.30 1.06 0.55
-0.31 0.21 0.17

Entry from the OMol25 dataset: a 2-piece molecular cluster, C7H19NO overall (ωB97M-V/def2-TZVPD).

The HOMO-LUMO gap comes out at 9.875 eV. Its LUMO energy is 0.89 eV. As for the SMILES: CCOC(C)(C)C.CN. As for the net charge: 0. The value obtained for the HOMO energy is -9.0 eV.

Last column: natural (NBO) charge in e.
Element x y z (Å)
C: 0.98534 -0.05496 1.11059  0.2716
C: 1.02785 1.46648 0.90629  -0.6384
C: 0.74539 -0.37270 2.58935  -0.6442
C: 2.32118 -0.66879 0.66988  -0.6106
O: 0.03838 -0.67771 0.23923  -0.5688
H: 0.05824 0.08356 -1.71421  0.3785
H: 1.94375 1.86911 1.32465  0.2100
H: 1.56946 0.02536 3.17549  0.2181
H: 3.13504 -0.30166 1.28789  0.2039
H: 2.27129 -1.75156 0.74873  0.2153
H: 0.98640 1.70380 -0.15339  0.2180
H: 0.18670 1.94863 1.39154  0.2079
H: 0.69416 -1.44848 2.74574  0.2152
H: -0.17385 0.08399 2.94816  0.2085
H: 2.51827 -0.40914 -0.36724  0.2104
C: -1.34654 -0.70497 0.53189  -0.0580
C: -1.01672 -0.54341 -3.31017  -0.4064
C: -2.11350 0.57571 0.19968  -0.6642
N: -0.41048 0.50637 -2.51225  -0.8566
H: 0.29225 0.99764 -3.05984  0.3490
H: -1.71578 -1.51437 -0.10475  0.1820
H: -1.52139 -1.00517 1.57445  0.1665
H: -1.69879 -1.10161 -2.70308  0.1863
H: -1.57634 -0.09288 -4.12516  0.1876
H: -0.28582 -1.27337 -3.74466  0.1612
H: -1.98524 1.32412 0.98140  0.1945
H: -1.76063 0.99551 -0.74498  0.2527
H: -3.16861 0.34051 0.11479  0.2099

Forces on the atoms, in the same order (eV/Å):
0.46 0.09 0.21
-0.21 -0.39 -0.07
-0.11 -0.04 -0.40
-0.40 0.14 0.05
0.15 -0.06 -0.02
0.00 0.15 -0.04
0.16 0.11 0.09
0.07 0.04 0.07
0.12 0.07 0.06
0.01 -0.10 0.02
0.06 0.03 -0.13
-0.15 0.13 0.08
-0.01 -0.10 0.04
-0.09 0.04 0.09
0.06 0.02 -0.13
-0.29 -0.02 0.00
0.87 -0.24 -0.73
0.49 -0.01 0.19
0.49 0.16 -0.07
-0.13 -0.09 0.13
-0.05 0.03 0.11
0.04 0.01 -0.17
-0.51 -0.35 0.38
-0.10 -0.06 -0.14
-0.49 0.43 0.21
-0.07 0.06 0.03
-0.13 -0.09 0.10
-0.24 0.01 0.03

Entry from the OMol25 dataset: a 3-piece molecular cluster, C7H19NO2 overall (ωB97M-V/def2-TZVPD).

The HOMO-LUMO gap comes out at 7.902 eV. Its LUMO energy is 0.65 eV. As for the SMILES: CCCC/C(C)=C/N.O.O. As for the net charge: 0. The value obtained for the HOMO energy is -7.3 eV.

Last column: natural (NBO) charge in e.
Element x y z (Å)
C: -0.56031 2.92545 -0.92688  -0.6100
C: -0.31399 1.64199 -1.69371  -0.4019
C: 0.83937 0.75635 -1.20872  -0.4032
C: 0.62688 -0.15544 0.01190  -0.4130
N: -2.34669 -2.48218 -0.20301  -0.8353
C: -1.47182 -1.41909 -0.11492  0.0343
C: -0.14138 -1.43065 -0.28109  -0.1497
C: 0.61022 -2.62603 -0.62175  -0.6602
H: -0.61519 2.73767 0.14911  0.1975
H: -1.50810 3.43694 -1.19201  0.2025
H: 0.17634 3.70368 -1.17780  0.2016
H: -1.28425 1.13064 -1.82363  0.2038
H: -0.12821 1.91185 -2.75323  0.1956
H: 1.76012 1.27360 -0.90464  0.2029
H: 0.97038 0.18878 -2.14780  0.2053
H: 1.56908 -0.58111 0.34250  0.1819
H: 0.23333 0.39001 0.89543  0.2492
H: -3.32564 -2.36767 -0.02831  0.3843
H: -2.04773 -3.45039 -0.16834  0.3815
H: -1.98508 -0.47376 0.08528  0.1880
H: 0.06105 -3.58452 -0.59982  0.2086
H: 1.54338 -2.81617 -0.05503  0.2017
H: 0.90462 -2.95875 -1.64940  0.2245
H: -0.01189 2.59136 2.61423  0.4758
H: 1.51289 2.44356 2.91279  0.4707
O: 0.73439 1.98625 2.59482  -0.9412
H: 1.83147 -0.39875 3.05275  0.4652
H: 1.32289 -1.47996 2.09164  0.4640
O: 1.04385 -0.89366 2.79963  -0.9244

Forces on the atoms, in the same order (eV/Å):
-0.53 0.95 -0.01
-0.58 0.78 -0.64
-0.14 -0.52 -0.28
-0.80 -0.55 -0.37
-0.22 -0.87 -0.34
-0.16 0.04 0.02
-1.31 1.36 0.27
1.10 -3.46 -1.04
0.28 0.16 -0.04
0.20 -0.59 -0.01
0.21 -0.42 0.48
0.49 -0.48 0.58
0.29 0.02 0.46
-0.27 0.62 -0.90
0.88 -0.42 0.77
0.66 0.67 -0.08
0.12 -0.29 -0.76
0.06 0.28 0.12
0.18 0.57 -0.05
0.28 -0.27 0.14
-0.49 0.29 1.33
-0.46 0.33 0.05
0.23 1.88 -0.20
0.21 0.19 0.14
-0.07 0.41 0.07
-0.09 -0.32 -0.12
-0.18 -0.03 -0.11
0.00 -0.05 0.03
0.12 -0.27 0.50

| no. | molecular weight (g/mol) |
| --- | --- |
| 1 | 315.141 |
| 2 | 147.242 |
| 3 | 159.257 |
| 4 | 173.264 |
| 5 | 133.235 |
| 6 | 149.234 |